Formula: C11H11NO2S
Source: OMol25
Level of theory: ωB97M-V/def2-TZVPD

Geometry as ORCA input:
```
! RIJCOSX wB97M-V def2-TZVPD def2/J DEFGRID3
* xyz 0 1
C 2.22402 0.78394 -2.71154
C 1.06449 1.49798 -2.55269
C 2.53179 -0.24050 -1.74494
C 0.29431 1.41045 -1.44335
C 1.71471 -0.34893 -0.63667
C 0.57827 0.48428 -0.45435
C -1.77123 1.59770 1.85646
C -1.30166 -1.88966 -0.01558
C -0.67181 1.80751 2.81002
C -0.28814 0.24030 0.63834
C -1.30555 -3.30845 0.50848
N -1.51135 1.00086 0.81195
O -1.82858 -1.50513 -0.96327
O -0.57992 -1.10028 0.90693
S 0.73462 0.87811 2.48923
H 2.72334 0.67817 -3.62536
H 0.61924 2.14774 -3.38269
H 3.41909 -0.83779 -1.74795
H -0.52850 2.13293 -1.43498
H 1.84238 -1.18366 -0.01965
H -2.72019 1.99725 2.09882
H -0.37620 2.88947 2.72217
H -0.91061 1.65731 3.86109
H -1.63727 -3.89956 -0.23556
H -2.07098 -3.27014 1.31073
H -0.24427 -3.61993 0.95437
*
```

Output
M	221.281	g mol⁻¹
ΔE to the lowest compared entry with this formula, charge and spin	317.8	kJ/mol
structure (SMILES)	CC(=O)O[C@@]1(c2ccccc2)N=CCS1
frontier orbital gap	8.5	eV

How is the electron density shared among the atoms? According to Mulliken, the charges in e are:
1 C -0.60
2 C -0.44
3 C -0.58
4 C -0.20
5 C -0.28
6 C 0.45
7 C -0.16
8 C 0.72
9 C -0.49
10 C 0.26
11 C -1.16
12 N -0.48
13 O -0.44
14 O -0.30
15 S -0.25
16 H 0.41
17 H 0.25
18 H 0.41
19 H 0.35
20 H 0.48
21 H 0.45
22 H 0.26
23 H 0.38
24 H 0.46
25 H 0.27
26 H 0.24